{"formula": "C47H71KNO2P3", "method": "ωB97M-V/def2-TZVPD", "e_tot_ev": -99668.6831, "homo_energy_ev": -5.2321, "lumo_energy_ev": -0.066, "de_lowest_kcal_mol": 31.9, "elements": ["K", "C", "C", "C", "C", "C", "C", "C", "C", "C", "C", "C", "C", "C", "C", "C", "C", "C", "C", "C", "C", "C", "P", "C", "C", "C", "C", "C", "C", "C", "C", "H", "H", "H", "H", "H", "H", "H", "H", "H", "H", "H", "H", "H", "H", "H", "H", "H", "H", "H", "H", "H", "H", "H", "H", "H", "H", "H", "H", "H", "H", "H", "H", "H", "H", "H", "H", "H", "H", "H", "H", "H", "H", "H", "H", "H", "C", "P", "C", "C", "C", "C", "C", "C", "C", "P", "C", "C", "H", "H", "H", "H", "H", "H", "H", "H", "H", "H", "H", "H", "H", "H", "H", "H", "O", "H", "H", "O", "H", "H", "C", "C", "C", "C", "C", "C", "C", "C", "N", "H", "H", "H", "H", "H", "H"], "xyz": [[0.6898, 1.3331, -0.3988], [-2.7369, 4.4103, -0.5138], [-3.0641, 3.4333, 0.6102], [-4.5836, 3.3896, 0.8381], [-2.5870, 2.0169, 0.3702], [-2.5096, 1.1314, 1.4440], [-2.3798, -0.2445, 1.2646], [-2.5819, -1.1528, 2.4654], [-1.7945, -0.7136, 3.7060], [-4.0768, -1.2179, 2.8136], [-2.2544, -0.7636, -0.0392], [-2.2242, 0.1319, -1.1228], [-2.3946, 1.4979, -0.9026], [-2.2188, -0.3766, -2.5551], [-1.2328, 0.3791, -3.4507], [-3.6320, -0.2749, -3.1501], [-2.5710, -2.2192, -0.3131], [-3.9508, -2.4345, -0.4244], [-4.4906, -3.6724, -0.7194], [-3.6374, -4.7422, -0.9290], [-2.2736, -4.5574, -0.8165], [-1.7052, -3.3186, -0.4942], [0.1232, -3.1123, -0.4151], [0.7077, -4.4002, 0.8757], [0.0870, -5.7959, 0.8426], [0.4125, -3.8122, 2.2608], [2.2322, -4.4987, 0.7310], [0.7138, -3.7164, -2.1325], [-0.1623, -2.9617, -3.1404], [0.6966, -5.2024, -2.4927], [2.1513, -3.2008, -2.2990], [-3.0448, 5.4155, -0.2254], [-3.2758, 4.1605, -1.4300], [-1.6704, 4.4331, -0.7305], [-2.5918, 3.7954, 1.5296], [-5.0791, 2.9595, -0.0350], [-4.9719, 4.3977, 0.9895], [-4.8422, 2.7848, 1.7093], [-2.6758, 1.5122, 2.4470], [-2.2683, -2.1580, 2.1858], [-2.2941, 0.1173, 4.2069], [-0.7769, -0.4004, 3.4667], [-1.7346, -1.5377, 4.4187], [-4.4711, -0.2104, 2.9569], [-4.2297, -1.7868, 3.7328], [-4.6470, -1.6963, 2.0178], [-2.4819, 2.1559, -1.7591], [-1.9387, -1.4300, -2.5472], [-1.5322, 1.4202, -3.5824], [-1.2062, -0.0865, -4.4372], [-0.2232, 0.3666, -3.0364], [-4.0126, 0.7433, -3.0567], [-4.3210, -0.9473, -2.6399], [-3.6194, -0.5436, -4.2080], [-4.6123, -1.5894, -0.2778], [-5.5634, -3.7964, -0.7908], [-4.0341, -5.7151, -1.1909], [-1.6283, -5.4022, -0.9974], [-0.9753, -5.7590, 1.0816], [0.5738, -6.4164, 1.6015], [0.2150, -6.2965, -0.1154], [-0.6598, -3.7195, 2.4319], [0.8844, -2.8387, 2.4084], [0.8098, -4.4826, 3.0278], [2.5197, -5.1068, -0.1263], [2.6585, -4.9628, 1.6241], [2.6827, -3.5063, 0.6242], [-1.2026, -3.2831, -3.0820], [0.1897, -3.1630, -4.1561], [-0.1180, -1.8839, -2.9627], [-0.3135, -5.6061, -2.5435], [1.2898, -5.8064, -1.8076], [1.1405, -5.3144, -3.4867], [2.2632, -2.1948, -1.8900], [2.4077, -3.1793, -3.3640], [2.8739, -3.8532, -1.8108], [5.0924, -0.8352, -0.5062], [3.8409, 0.3402, 0.1959], [4.8011, 1.8685, -0.2182], [4.1808, 0.1646, 1.9991], [5.0491, -0.7783, 2.5474], [5.1831, -0.8973, 3.9227], [4.4512, -0.0790, 4.7695], [3.5867, 0.8661, 4.2381], [3.4356, 0.9921, 2.8620], [2.4039, 2.2631, 2.0248], [3.4348, 3.7281, 2.4982], [1.0177, 2.5801, 3.1941], [6.1098, -0.5627, -0.2203], [5.0142, -0.7925, -1.5937], [4.8857, -1.8582, -0.1939], [5.6802, 1.9515, 0.4213], [4.1802, 2.7573, -0.1202], [5.1240, 1.7913, -1.2579], [5.6374, -1.4245, 1.9090], [5.8689, -1.6280, 4.3334], [4.5638, -0.1712, 5.8424], [3.0316, 1.5072, 4.9128], [3.4729, 3.8376, 3.5829], [2.9918, 4.6257, 2.0624], [4.4496, 3.6237, 2.1178], [1.3677, 2.7482, 4.2128], [0.3075, 1.7550, 3.1766], [0.5061, 3.4795, 2.8449], [0.8705, -0.0821, 1.4437], [1.6318, -0.6630, 1.5543], [0.0954, -0.6361, 1.5886], [2.2332, 0.4558, -2.4714], [2.4742, -0.3027, -3.0127], [2.6169, 1.2255, -2.9115], [1.4851, 3.8754, -0.9768], [0.6510, 4.7495, -1.6496], [0.3426, 6.0564, -1.1433], [-0.5046, 6.9096, -1.7911], [-1.1305, 6.5410, -3.0011], [-0.8411, 5.2682, -3.5276], [0.0099, 4.4096, -2.8874], [-2.0140, 7.4180, -3.6691], [-2.7369, 8.1314, -4.2207], [2.0442, 4.2227, -0.1167], [1.8395, 2.9766, -1.4655], [0.8041, 6.3613, -0.2098], [-0.7052, 7.8904, -1.3765], [-1.3069, 4.9732, -4.4611], [0.2267, 3.4430, -3.3359]], "forces_ev_per_a": [[-0.70, 0.13, -0.96], [0.01, -0.08, 0.12], [-0.05, 0.10, -0.10], [0.10, 0.01, 0.10], [0.00, -0.11, 0.16], [0.01, -0.11, -0.12], [-0.08, -0.03, -0.09], [-0.11, 0.08, 0.07], [0.01, -0.08, -0.09], [0.09, -0.09, -0.04], [0.01, 0.06, 0.03], [-0.14, -0.27, -0.06], [-0.09, 0.00, -0.02], [-0.23, 0.18, -0.13], [-0.09, -0.05, 0.17], [0.11, -0.07, 0.05], [-0.06, -0.08, 0.09], [-0.06, -0.05, 0.03], [0.06, 0.06, 0.03], [-0.11, -0.13, -0.06], [0.03, 0.05, 0.00], [-0.06, 0.16, -0.02], [0.19, -0.28, 0.10], [-0.03, 0.22, -0.12], [0.06, -0.02, 0.02], [-0.03, 0.05, -0.06], [-0.05, 0.04, -0.03], [-0.09, 0.22, 0.06], [0.13, -0.06, 0.06], [0.00, 0.07, 0.07], [0.07, -0.03, -0.07], [0.02, 0.01, -0.02], [0.01, 0.00, -0.02], [-0.04, 0.01, -0.04], [0.01, -0.03, 0.01], [-0.01, 0.01, -0.01], [-0.01, 0.00, 0.01], [-0.03, -0.01, -0.02], [0.06, 0.03, 0.00], [0.10, -0.08, -0.01], [0.06, 0.04, 0.00], [0.01, -0.01, 0.05], [-0.03, 0.03, 0.02], [-0.01, 0.00, 0.05], [-0.02, 0.00, 0.00], [-0.02, 0.02, 0.04], [0.12, 0.04, 0.01], [-0.15, 0.24, 0.08], [0.03, 0.01, -0.01], [0.05, 0.02, -0.03], [0.05, 0.02, -0.07], [-0.02, 0.01, -0.05], [-0.05, 0.03, 0.01], [-0.01, 0.01, -0.01], [0.01, 0.02, -0.03], [0.00, 0.01, -0.02], [0.02, -0.01, 0.03], [0.00, 0.01, 0.02], [0.02, -0.04, 0.01], [0.00, 0.01, 0.01], [-0.03, -0.01, 0.02], [-0.08, 0.09, 0.01], [-0.02, 0.04, -0.03], [-0.01, -0.01, 0.00], [0.03, 0.03, 0.01], [-0.03, -0.03, 0.01], [0.03, -0.05, 0.01], [0.00, 0.01, -0.03], [0.06, 0.03, 0.01], [0.10, -0.19, -0.09], [0.01, -0.03, 0.01], [0.00, 0.00, -0.02], [-0.03, -0.02, -0.02], [0.03, 0.02, 0.04], [-0.01, -0.02, 0.01], [0.04, 0.08, 0.03], [-0.21, 0.04, 0.12], [0.75, -0.33, -0.11], [-0.20, -0.02, 0.00], [-0.17, 0.09, 0.06], [0.03, 0.02, 0.00], [0.02, -0.04, 0.02], [0.04, -0.01, 0.04], [-0.03, -0.04, 0.01], [0.03, -0.08, -0.13], [0.30, 0.65, 0.83], [-0.17, -0.01, -0.15], [0.04, -0.12, -0.10], [0.02, -0.06, 0.00], [-0.01, 0.00, 0.00], [0.01, -0.06, -0.03], [0.03, 0.03, -0.03], [0.04, 0.04, -0.02], [0.00, 0.02, -0.01], [-0.02, 0.01, -0.01], [-0.02, -0.01, 0.00], [-0.01, 0.01, 0.00], [-0.02, 0.01, -0.04], [0.04, 0.01, 0.01], [0.03, 0.02, 0.03], [0.00, 0.00, -0.02], [-0.05, 0.03, 0.03], [0.01, -0.01, 0.02], [0.01, 0.02, 0.02], [-0.11, -0.94, 1.20], [0.03, -0.04, -0.05], [-0.08, -0.16, -0.09], [0.05, 0.15, -0.29], [-0.02, -0.01, -0.04], [-0.05, -0.04, -0.03], [0.16, 0.35, 0.15], [0.02, 0.02, -0.19], [0.05, -0.02, 0.05], [-0.07, -0.07, -0.13], [0.21, -0.26, 0.21], [-0.08, 0.11, 0.03], [0.08, -0.04, -0.02], [-0.26, 0.28, -0.22], [0.04, -0.06, 0.06], [0.07, -0.02, -0.05], [0.28, 0.30, -0.27], [0.00, 0.04, -0.02], [0.00, 0.00, 0.01], [0.01, 0.00, -0.01], [-0.01, 0.00, 0.00]]}